ORCA calculation (ωB97M-V with the def2-TZVPD basis set) on a single C15H22N2O3 molecule.

Cartesian coordinates (Å):
O 2.5122 -0.1952 -2.4079
O 2.4726 2.3844 2.3861
O 0.5458 3.1827 0.0920
C 1.4544 -0.5173 -1.8604
C 1.2263 2.2758 2.3598
C -3.6808 1.5063 1.7590
C -2.7958 0.5517 2.3804
C -3.3537 2.5041 0.8332
C -1.4540 0.8863 2.0905
C -2.0055 2.6380 0.5193
C -1.0248 1.8557 1.1418
N 0.5865 2.3282 3.5560
N 1.0954 -1.8664 -1.5987
C -0.5433 -2.5684 0.1789
C 1.9386 -3.3411 -3.4006
C 0.7538 0.6254 -1.3637
C 0.4727 2.0302 0.9445
C -0.2998 -2.2998 -1.3091
C 2.0791 -2.9182 -1.9623
C 1.0733 0.7927 0.1535
H 1.3848 3.2396 -0.3241
H -4.7589 1.3565 1.7504
H -3.2349 -0.3226 2.8683
H -4.1721 3.0794 0.4013
H -0.6226 0.2860 2.4370
H -1.8636 3.3107 -0.2907
H -0.4670 2.3335 3.4184
H 1.0788 2.8674 4.2000
H 0.2449 -3.1858 0.4971
H -1.4250 -3.1292 0.1224
H -0.5694 -1.6408 0.7482
H 2.4625 -2.6551 -3.9604
H 2.4595 -4.2527 -3.5551
H 0.9697 -3.4760 -3.7689
H 1.0373 1.5409 -2.0908
H -0.3093 0.5562 -1.5973
H -0.8546 -1.4367 -1.6499
H -0.5436 -3.1415 -1.9016
H 1.8829 -3.6421 -1.2573
H 3.1589 -2.5416 -1.6253
H 0.9100 -0.0420 0.8298
H 2.1788 1.0407 0.2562

- Highest occupied orbital energy: -9.03 eV
- Energy above the lowest of the compared OMol25 structures with the same formula, charge and spin: 87.65 kcal/mol
- SMILES: CCN(CC)C(=O)CC[C@](O)(C(N)=O)c1ccccc1
- LUMO energy: 0.02511 Eh
- F_max: 4.808 eV Å⁻¹
- Orbital gap: 9.7 eV
- DFT total energy: -25032.81414 eV